The following is a quantum chemistry calculation of a structure of composition C48H59N6O3P2S6Tc, from OMol25.

```
125
C48H59N6O3P2S6Tc | OMol25 | ωB97M-V with the def2-TZVPD basis set
Tc 0.1409 -0.2250 0.4990
O 3.8075 1.2181 4.3747
C 3.3254 2.3741 3.9077
C 3.9454 3.5376 4.3668
C 3.5266 4.7770 3.9364
C 2.4739 4.8853 3.0299
C 1.8552 3.7473 2.5645
C 2.2621 2.4751 2.9869
C 1.6060 1.2966 2.4081
O 0.7534 1.4416 1.4327
N 1.9226 0.1059 2.8400
N 1.2579 -0.9222 2.1937
C 1.5025 -2.0774 2.7527
S 0.5865 -3.5142 2.4963
C 1.8825 -4.6111 3.1623
C 2.5045 -3.9283 4.3578
S 2.7727 -2.1750 3.9558
H 3.2645 0.4885 4.0184
H 4.7628 3.4263 5.0665
H 4.0240 5.6642 4.3055
H 2.1533 5.8592 2.6844
H 1.0243 3.8155 1.8776
H 2.6013 -4.7904 2.3629
H 1.4046 -5.5510 3.4326
H 3.4765 -4.3541 4.6012
H 1.8514 -3.9750 5.2276
C -1.1046 2.9137 -1.0650
P -1.0605 1.0941 -1.2092
C -0.0716 1.0053 -2.7662
N -0.6134 1.5055 -3.8455
C 0.1067 1.5297 -4.9872
C -0.4276 2.1330 -6.1465
C 0.3330 2.2002 -7.2784
C 1.6280 1.6350 -7.3150
C 2.1590 1.0231 -6.2156
C 1.4165 0.9858 -5.0147
N 1.9718 0.5122 -3.8796
C 1.2766 0.5435 -2.7715
P 2.1452 0.0744 -1.2156
C 3.1864 -1.2707 -1.8753
C 3.3757 1.5034 -1.0327
C 2.5774 2.7929 -0.8217
C 4.3096 1.6906 -2.2251
C 4.2117 1.1817 0.2131
C -2.8632 0.6823 -1.5960
C -3.4427 1.3945 -2.8165
C -3.6577 1.1024 -0.3502
C -2.9459 -0.8298 -1.8012
H -1.2817 3.3293 -2.0561
H -0.1616 3.2854 -0.6735
H -1.8950 3.2046 -0.3797
H -1.4289 2.5400 -6.0994
H -0.0574 2.6856 -8.1629
H 2.2060 1.7022 -8.2270
H 3.1473 0.5829 -6.2287
H 3.5994 -0.9539 -2.8289
H 2.5654 -2.1501 -2.0303
H 3.9813 -1.5214 -1.1737
H 2.1029 3.1138 -1.7531
H 3.2429 3.5944 -0.4934
H 1.8149 2.6652 -0.0578
H 3.7677 1.9023 -3.1421
H 4.9410 0.8175 -2.3919
H 4.9664 2.5384 -2.0154
H 3.5847 0.9746 1.0795
H 4.8437 2.0366 0.4623
H 4.8620 0.3224 0.0399
H -3.3914 2.4795 -2.7194
H -4.4951 1.1112 -2.9050
H -2.9417 1.1047 -3.7321
H -3.8209 2.1811 -0.3460
H -3.1438 0.8196 0.5679
H -4.6334 0.6117 -0.3644
H -2.5071 -1.1031 -2.7616
H -3.9871 -1.1588 -1.7981
H -2.4173 -1.3605 -1.0113
O 0.0694 -1.9019 -0.5157
C -0.1931 -3.2187 -0.9204
C 1.1243 -4.0075 -0.9643
C 2.2698 -3.7956 -0.2607
C 3.2723 -4.7693 -0.5194
C 2.8689 -5.6971 -1.4251
S 1.2857 -5.3871 -1.9962
C -1.2146 -3.9107 -0.0111
C -2.2160 -3.3280 0.7012
C -2.9894 -4.2594 1.4460
C -2.5643 -5.5358 1.2809
S -1.2201 -5.6281 0.2194
C -0.7525 -3.2205 -2.3435
C -1.8294 -3.8785 -2.8489
C -2.0169 -3.6482 -4.2410
C -1.0755 -2.8236 -4.7636
S 0.0522 -2.3116 -3.5732
H 2.4131 -2.9588 0.4076
H 4.2482 -4.7763 -0.0542
H 3.4135 -6.5445 -1.8097
H -2.3749 -2.2629 0.7403
H -3.8286 -3.9886 2.0711
H -2.9572 -6.4375 1.7230
H -2.4746 -4.5095 -2.2556
H -2.8163 -4.0884 -4.8188
H -0.9680 -2.4711 -5.7771
C -3.5049 1.0928 4.2394
C -3.3193 -0.3226 3.6774
C -2.8908 -1.2691 4.8100
C -4.6329 -0.8072 3.0474
C -2.2657 -0.3139 2.6545
C -1.4202 -0.3129 1.7762
H -4.2665 1.0789 5.0215
H -3.8179 1.7806 3.4567
H -2.5730 1.4660 4.6610
H -3.6496 -1.2809 5.5943
H -1.9487 -0.9334 5.2443
H -2.7601 -2.2855 4.4353
H -5.4331 -0.7637 3.7875
H -4.5399 -1.8363 2.6975
H -4.9111 -0.1772 2.2011
N -2.3788 6.0129 2.1572
C -2.7367 4.7274 1.9856
N -3.9916 4.5026 1.5339
S -1.6590 3.4809 2.2494
H -3.0247 6.7768 2.0501
H -1.4571 6.1979 2.5069
H -4.6774 5.2405 1.5407
H -4.3288 3.5576 1.5566
```

Summary:
Net charge = +1
Multiplicity = 2
Gap between HOMO and LUMO (alpha / beta) = 5.7 / 6.1 eV
⟨S²⟩ = 1.20

=====

The following is a quantum chemistry calculation of a structure of composition C48H60BaCl2N5O6SSiTe, from OMol25.

```
125
C48H60BaCl2N5O6SSiTe | OMol25 | ωB97M-V with the def2-TZVPD basis set
Ba 0.7815 1.0449 -0.8013
C 0.9965 0.6983 -5.5064
C 0.2005 1.3777 -4.3986
C -0.6299 2.5397 -4.9281
O 1.0824 1.8334 -3.3722
C -0.7498 0.3243 -3.7556
O -1.5997 -0.1839 -4.4935
O -0.5547 0.0873 -2.5193
H 1.6119 1.4302 -6.0403
H 0.3143 0.2189 -6.2081
H 1.6560 -0.0595 -5.0760
H 0.0006 3.2321 -5.4956
H -1.0745 3.0810 -4.0902
H -1.4217 2.1628 -5.5751
H 1.7079 2.4914 -3.6976
S 3.8170 2.4577 -1.6789
C 4.4087 1.1415 -2.6084
N 5.2368 1.3021 -3.5905
N 5.6230 0.1247 -4.2879
C 6.5664 -0.7549 -3.7997
C 6.9665 -0.7813 -2.4574
C 7.8972 -1.7158 -2.0286
C 8.4576 -2.6409 -2.9016
C 8.0662 -2.6130 -4.2359
C 7.1388 -1.6880 -4.6817
N 4.0250 -0.2464 -2.3699
N 2.8760 -0.4225 -1.9802
C 2.4811 -1.8098 -1.9928
C 1.3279 -2.1832 -1.3079
C 0.8590 -3.4868 -1.4019
C 1.5385 -4.4195 -2.1708
C 2.6920 -4.0461 -2.8523
C 3.1595 -2.7453 -2.7724
H 5.7351 0.3417 -5.2622
H 6.5454 -0.0759 -1.7550
H 8.1823 -1.7182 -0.9831
H 9.1758 -3.3705 -2.5502
H 8.4830 -3.3248 -4.9399
H 6.8294 -1.6851 -5.7227
H 0.7730 -1.4865 -0.6916
H -0.0444 -3.7601 -0.8682
H 1.1635 -5.4336 -2.2503
H 3.2214 -4.7677 -3.4633
H 4.0410 -2.4285 -3.3147
O 4.8150 1.3297 1.2864
H 4.6819 1.7238 0.4041
H 3.9847 0.8390 1.4052
O -1.3793 2.9382 2.5515
H -0.5073 3.1110 2.9234
H -1.2175 3.0491 1.5961
Cl 3.6495 4.4955 4.3067
C 3.4900 4.0497 2.5806
Cl 2.1347 2.9872 2.2743
H 4.3851 3.5131 2.2874
H 3.3482 4.9651 2.0222
C -0.5657 7.5535 -1.1628
Si -1.6950 6.1483 -0.6258
C -2.4963 6.6360 1.0028
C -3.0540 5.9787 -1.9145
C -0.7804 4.6092 -0.4582
C -0.1490 3.5453 -0.3853
H -1.1169 8.4916 -1.2895
H -0.0807 7.3049 -2.1110
H 0.2224 7.7122 -0.4212
H -3.1001 7.5447 0.9020
H -1.7326 6.8097 1.7663
H -3.1390 5.8280 1.3640
H -3.6450 6.8961 -2.0114
H -3.7268 5.1594 -1.6449
H -2.6218 5.7405 -2.8909
C -7.9046 -0.1405 5.1795
C -6.5138 -0.2273 4.6038
C -6.1262 0.5654 3.5347
C -4.8435 0.5013 2.9881
C -4.5185 1.4745 1.8820
C -3.9219 -0.4221 3.5062
Te -1.7639 -0.6764 2.6295
N -0.1630 -0.0466 1.3116
C 1.0749 -0.3582 1.6661
O 2.0955 0.1159 1.0708
C 1.3618 -1.4131 2.7239
C 1.8024 -2.6691 2.3152
C 2.1049 -3.6495 3.2511
C 1.9857 -3.3798 4.6079
C 1.5780 -2.1179 5.0226
C 1.2743 -1.1395 4.0859
C -2.3786 -2.1048 1.1708
C -2.8263 -1.6798 -0.0846
C -3.0507 -0.2465 -0.4737
C -3.0677 -2.6363 -1.0769
C -2.8808 -3.9867 -0.8535
C -3.1174 -4.9982 -1.9449
C -2.4356 -4.3898 0.4022
C -2.1713 -3.4767 1.4155
C -1.6595 -4.0058 2.7308
C -4.2688 -1.1616 4.6489
C -3.3104 -2.0356 5.4342
C -5.5638 -1.0670 5.1615
H -8.5457 0.4887 4.5605
H -7.8905 0.2851 6.1865
H -8.3666 -1.1282 5.2492
H -6.8357 1.2748 3.1150
H -5.0770 2.4016 2.0274
H -4.7926 1.0737 0.9066
H -3.4595 1.7248 1.8698
H 1.9150 -2.8735 1.2571
H 2.4388 -4.6249 2.9168
H 2.2204 -4.1440 5.3392
H 1.5007 -1.8920 6.0797
H 0.9701 -0.1514 4.4116
H -2.7286 0.4536 0.2907
H -4.1119 -0.0775 -0.6753
H -2.4997 -0.0322 -1.3899
H -3.3685 -2.2865 -2.0600
H -3.3165 -4.5047 -2.8962
H -3.9692 -5.6421 -1.7089
H -2.2451 -5.6439 -2.0758
H -2.2644 -5.4462 0.5925
H -1.4853 -5.0811 2.6627
H -2.3775 -3.8315 3.5295
H -0.7241 -3.5280 3.0223
H -2.2844 -1.9593 5.0860
H -3.6095 -3.0854 5.3892
H -3.3292 -1.7417 6.4867
H -5.8227 -1.6579 6.0384
```

Summary:
Relative energy (zero: lowest compared OMol25 entry of this formula, charge and spin) = 0.042 eV
Net charge = -2
Multiplicity = 2
Gap between HOMO and LUMO (alpha / beta) = 6.4 / 6.3 eV
⟨S²⟩ = 0.76

=====

The following is a quantum chemistry calculation of a cluster of 12 separate species, C48H60N12 in total, from OMol25.

```
120
C48H60N12 | OMol25 | ωB97M-V with the def2-TZVPD basis set
N -3.9043 2.6181 -1.1072
C -3.6014 2.1487 -2.3489
C -2.5379 2.9027 -2.8239
C -2.1581 3.8154 -1.8222
C -2.9579 3.5203 -0.7306
H -4.7163 2.4250 -0.5464
H -4.1897 1.3755 -2.8111
H -2.2155 2.9257 -3.8545
H -1.4880 4.6567 -1.8717
H -3.1119 4.0625 0.1875
N 1.4324 3.3916 -4.8309
C 2.3798 4.2232 -5.4231
C 2.5668 5.2744 -4.5819
C 1.8523 5.0231 -3.3853
C 1.1692 3.8609 -3.5625
H 1.1453 2.4642 -5.0871
H 2.8521 3.9646 -6.3554
H 3.1811 6.1470 -4.7412
H 1.8629 5.6487 -2.5082
H 0.5316 3.3053 -2.8943
N -3.9151 -3.5362 -3.1586
C -3.1746 -2.7541 -2.3349
C -3.5452 -1.4501 -2.4877
C -4.6072 -1.4297 -3.4499
C -4.8560 -2.7453 -3.7765
H -3.9121 -4.5324 -3.2503
H -2.4297 -3.1938 -1.6897
H -3.1012 -0.5848 -2.0260
H -5.0885 -0.5925 -3.9263
H -5.5539 -3.1800 -4.4742
N 3.9409 1.3521 -3.8959
C 3.9766 0.0231 -3.5247
C 4.1001 -0.0495 -2.1537
C 4.0649 1.2907 -1.6801
C 3.9834 2.1111 -2.7522
H 3.8234 1.7553 -4.8032
H 3.9356 -0.7518 -4.2729
H 4.1652 -0.9348 -1.5449
H 4.1064 1.5173 -0.6252
H 3.9136 3.1844 -2.8408
N -4.0577 3.2504 2.6971
C -3.2880 2.2565 2.1775
C -4.1087 1.1667 1.9436
C -5.4216 1.5681 2.2853
C -5.3623 2.8224 2.8243
H -3.7088 4.1258 3.0407
H -2.2161 2.2790 2.0658
H -3.8663 0.1571 1.6530
H -6.2967 0.9403 2.3611
H -6.0891 3.4847 3.2624
N -0.6257 0.7387 5.6497
C 0.7469 0.7628 5.6769
C 1.1736 0.6222 4.3862
C 0.0440 0.5434 3.5531
C -1.0617 0.5813 4.3701
H -1.2141 0.9347 6.4368
H 1.2433 0.9447 6.6156
H 2.2041 0.5261 4.0830
H 0.0615 0.5215 2.4744
H -2.1247 0.6609 4.1992
N 1.9598 -6.2557 2.5871
C 0.9002 -5.6752 3.2328
C 0.5358 -4.5487 2.5619
C 1.4095 -4.4204 1.4277
C 2.3270 -5.4395 1.5374
H 2.4762 -7.0354 2.9426
H 0.4682 -6.0516 4.1461
H -0.2687 -3.9131 2.8953
H 1.4794 -3.6452 0.6853
H 3.2082 -5.8039 1.0314
N 1.9964 -5.4115 -3.4921
C 1.0383 -5.4574 -2.5115
C 0.8499 -4.1730 -2.0725
C 1.8654 -3.3670 -2.6061
C 2.5033 -4.1312 -3.5773
H 2.0605 -6.1011 -4.2164
H 0.5803 -6.4074 -2.2908
H 0.1398 -3.7795 -1.3599
H 1.9860 -2.3100 -2.4450
H 3.2380 -3.8596 -4.3158
N -4.8910 -4.2030 2.6044
C -3.8845 -4.3094 1.6798
C -3.1331 -3.1493 1.7671
C -3.5328 -2.4466 2.9214
C -4.6395 -3.1177 3.4004
H -5.5116 -4.9332 2.8985
H -3.7634 -5.1814 1.0598
H -2.3076 -2.9388 1.1069
H -3.0604 -1.5452 3.2747
H -5.3176 -2.8907 4.2086
N 5.6221 0.7176 2.5576
C 4.5568 1.2214 1.8539
C 3.5640 0.3069 1.7630
C 4.0363 -0.8378 2.4641
C 5.2614 -0.5561 2.9692
H 6.3334 1.2964 2.9578
H 4.5397 2.2441 1.5013
H 2.5959 0.3364 1.2920
H 3.5801 -1.8009 2.6458
H 5.9079 -1.0803 3.6552
N -0.7019 0.8143 -0.7233
C -1.2864 -0.1538 0.0640
C -0.3349 -1.1472 0.1905
C 0.8489 -0.7467 -0.4735
C 0.5563 0.4450 -1.0766
H -1.1565 1.6493 -1.0645
H -2.2565 0.0161 0.4937
H -0.3811 -2.1111 0.6758
H 1.7677 -1.3067 -0.4786
H 1.1171 1.1036 -1.7235
N 2.4274 4.4214 -0.1658
C 1.4990 3.5851 0.3662
C 1.3726 3.8311 1.6938
C 2.2247 4.9389 1.9854
C 2.8981 5.2441 0.8342
H 2.8475 4.2950 -1.0680
H 1.0389 2.8651 -0.2895
H 0.7995 3.3738 2.4860
H 2.3497 5.4721 2.9131
H 3.7095 5.9245 0.6298
```

Summary:
Relative energy (zero: lowest compared OMol25 entry of this formula, charge and spin) = 0.839 eV
Gap between HOMO and LUMO = 8.5 eV
SMILES = c1cc[nH]c1.c1cc[nH]c1.c1cc[nH]c1.c1cc[nH]c1.c1cc[nH]c1.c1cc[nH]c1.c1cc[nH]c1.c1cc[nH]c1.c1cc[nH]c1.c1cc[nH]c1.c1cc[nH]c1.c1cc[nH]c1

=====

The following is a quantum chemistry calculation of a structure of composition C48H62AsBaN5O6P2Si2Te, from OMol25.

```
128
C48H62AsBaN5O6P2Si2Te | OMol25 | ωB97M-V with the def2-TZVPD basis set
Ba -0.0626 0.9990 -0.7196
O -7.6769 0.6882 -0.5681
C -6.9513 0.6050 0.4417
O -7.2531 0.4668 1.6433
C -5.4251 0.6787 0.1560
C -4.5141 0.5431 1.1926
C -3.1513 0.6604 0.9314
N -2.7571 0.9565 -0.3120
C -3.5982 1.0640 -1.3421
C -4.9650 0.9054 -1.1312
C -3.0458 1.3404 -2.7233
C -3.8876 1.3880 -3.8340
C -3.3349 1.5761 -5.0836
C -1.9692 1.7270 -5.2267
C -1.1967 1.7077 -4.0788
N -1.7399 1.5411 -2.8862
C -2.1139 0.4742 2.0527
C -2.6319 0.3315 3.4260
C -1.9847 0.7417 4.5157
C -0.6716 1.4483 4.4800
C -0.0948 1.5810 3.0379
N -0.8668 1.2194 1.8744
H -4.9270 0.3676 2.1749
H -5.7109 0.9710 -1.9094
H -4.9524 1.2459 -3.7305
H -3.9785 1.5934 -5.9549
H -1.5145 1.8646 -6.1986
H -0.1224 1.8521 -4.1118
H -3.5796 -0.1778 3.5415
H -2.4219 0.5560 5.4915
H -0.7414 2.3945 5.0214
H 0.3874 2.5470 2.8720
N 1.7336 -1.4267 -1.4116
C 2.3186 -2.0079 -2.6090
C 3.4541 -1.1553 -3.1622
C 3.0337 0.2340 -3.6410
N 2.8865 1.1912 -2.5520
H 2.3191 -1.5677 -0.5969
H 0.8430 -1.8766 -1.2135
H 1.5185 -2.0668 -3.3513
H 2.6777 -3.0361 -2.4529
H 3.8972 -1.6867 -4.0112
H 4.2537 -1.0542 -2.4142
H 2.0675 0.1478 -4.1485
H 3.7546 0.5678 -4.4029
H 2.4427 2.0559 -2.8412
H 3.7796 1.4336 -2.1428
O -0.6113 -0.9847 0.6474
C -0.8172 -0.3655 1.7561
C -0.0095 -0.7311 2.9629
C -0.2523 -1.7627 3.7681
C 0.2366 -1.7577 5.1464
C 0.6062 -0.6003 5.7016
C 0.6463 0.6470 4.8759
C 0.8667 0.4172 3.3709
P 2.4605 0.5686 2.3822
C 3.4531 1.4882 3.6219
C 4.4540 0.9153 4.4047
C 5.1482 1.6749 5.3371
C 4.8499 3.0186 5.5110
C 3.8576 3.6010 4.7352
C 3.1757 2.8449 3.7937
C 3.2716 -1.0655 2.3613
C 4.1304 -1.2984 1.2865
C 4.7905 -2.5126 1.1520
C 4.5862 -3.5161 2.0870
C 3.7297 -3.2969 3.1581
C 3.0798 -2.0795 3.2978
H -0.9652 -2.5207 3.4610
H 0.2048 -2.6689 5.7337
H 0.8974 -0.5579 6.7460
H 1.3648 1.3556 5.2905
H 4.6935 -0.1336 4.2857
H 5.9253 1.2102 5.9324
H 5.3909 3.6089 6.2401
H 3.6203 4.6517 4.8520
H 2.4218 3.3180 3.1757
H 4.2619 -0.5264 0.5351
H 5.4423 -2.6790 0.3031
H 5.0794 -4.4735 1.9731
H 3.5562 -4.0834 3.8826
H 2.4134 -1.9173 4.1328
C -2.9809 4.4605 0.8698
C -2.2287 4.6573 -0.4261
O -0.9493 4.0145 -0.2975
P 0.3622 4.4947 -1.1220
O 1.2590 3.3000 -0.9791
Te -0.1210 5.3764 -3.2751
O 0.9687 5.7221 -0.2520
C 1.6311 5.4065 0.9786
C 3.1319 5.3815 0.7706
H -3.9804 4.8926 0.7972
H -2.4518 4.9365 1.6981
H -3.0832 3.3965 1.0861
H -2.0876 5.7130 -0.6667
H -2.7569 4.1918 -1.2611
H 1.2726 4.4463 1.3643
H 1.3419 6.1866 1.6864
H 3.3923 4.5644 0.0984
H 3.6535 5.2392 1.7197
H 3.4631 6.3224 0.3287
C 0.2989 -4.8308 -4.3569
Si -0.9726 -3.4528 -4.6995
C -2.3693 -4.3412 -5.6371
C -0.1500 -2.3378 -6.0042
As -1.6274 -2.1345 -2.9463
Si -2.0257 -3.7633 -1.3691
C -0.4680 -4.3751 -0.4642
C -3.1586 -3.0642 -0.0320
C -2.8690 -5.3483 -2.0002
H 0.5321 -5.3759 -5.2794
H -0.0792 -5.5508 -3.6267
H 1.2280 -4.4129 -3.9620
H -1.9946 -4.7985 -6.5604
H -3.1582 -3.6301 -5.8926
H -2.8158 -5.1256 -5.0209
H 0.0303 -2.8725 -6.9430
H 0.8090 -1.9564 -5.6412
H -0.7909 -1.4770 -6.2153
H -0.0556 -3.5578 0.1348
H 0.2955 -4.7061 -1.1747
H -0.7003 -5.2108 0.2074
H -2.6395 -2.2536 0.4840
H -3.4227 -3.8395 0.6965
H -4.0814 -2.6643 -0.4588
H -2.2144 -5.9388 -2.6471
H -3.7765 -5.1132 -2.5610
H -3.1465 -5.9697 -1.1407
```

Summary:
Relative energy (zero: lowest compared OMol25 entry of this formula, charge and spin) = 1.178 eV
Net charge = -2
Gap between HOMO and LUMO = 4.8 eV

=====

Number 1: molar mass 1120.4 g/mol. Number 2: molar mass 1199.0 g/mol. Number 3: molar mass 805.1 g/mol. Number 4: molar mass 1263.0 g/mol.